[1]
17
Properties=species:S:1:pos:R:3:forces:R:3:lowdin_charge:R:1 method="wB97M-V/def2-TZVPD" smiles=[O-]CNCCCS charge=-1 orbital_gap_ev=5.45
O 1.123846 -0.139211 3.267190 0.3 -0.1 0.4 -0.320
C 0.588014 -0.614136 2.173720 -0.1 -0.5 -0.3 -0.627
N 0.509235 0.400910 1.098644 -0.8 0.9 -1.0 -0.086
C 0.942352 0.217305 -0.267604 0.0 0.0 1.1 -0.290
C -0.023487 0.891811 -1.236174 0.2 0.0 0.0 -0.299
C -1.396415 0.273689 -1.204758 -0.5 -0.4 -0.6 -0.567
S -1.502551 -1.353601 -2.050006 0.0 0.0 0.0 0.642
H 1.104371 -1.487513 1.643473 0.1 0.0 0.3 0.075
H -0.463724 -0.991459 2.313368 -0.1 -0.1 0.1 0.064
H 0.667730 1.324117 1.478431 0.3 -0.2 0.1 0.090
H 0.967389 -0.863123 -0.431522 0.1 0.0 -0.2 0.081
H 1.958644 0.612323 -0.423021 0.1 -0.1 -0.3 0.100
H -0.120067 1.936369 -0.936217 0.0 0.2 0.1 0.100
H 0.357575 0.887820 -2.258782 0.1 -0.1 -0.1 0.090
H -1.770843 0.166349 -0.194963 0.0 0.0 0.2 0.061
H -2.121934 0.843532 -1.796383 0.1 0.1 0.2 0.051
H -0.820134 -2.105182 -1.175394 0.0 0.1 0.1 -0.166

[2]
17
Properties=species:S:1:pos:R:3:forces:R:3:lowdin_charge:R:1 method="wB97M-V/def2-TZVPD" smiles=CC[C@@H]1P[C@H]1C charge=0 orbital_gap_ev=10.43
C 2.106266 -0.733521 -0.145682 0.0 -0.2 -0.1 -0.129
C 0.794894 -1.489123 -0.160332 -2.1 1.5 1.5 -0.242
C -0.394735 -0.528652 0.492060 2.0 -1.4 -1.7 -0.497
P -2.146660 -0.839686 -0.004591 0.2 -0.2 -0.3 0.907
C -0.941949 0.504575 -0.445577 0.0 0.0 0.3 -0.593
C -1.123353 1.936672 -0.010698 0.1 -0.2 -0.1 -0.125
H 2.061531 0.132262 -0.801482 0.0 0.1 -0.1 0.068
H 2.919944 -1.377002 -0.477951 0.1 0.0 0.0 0.068
H 2.335052 -0.390901 0.862056 0.1 0.0 0.1 0.071
H 0.852411 -2.391022 0.447854 0.0 -0.1 -0.1 0.090
H 0.482537 -1.753993 -1.167550 0.0 -0.1 -0.1 0.088
H -0.185805 -0.244688 1.512347 0.0 0.1 0.1 0.095
H -2.693370 -0.137393 1.079542 -0.2 0.1 0.2 -0.101
H -0.582979 0.417240 -1.468326 0.0 -0.1 0.0 0.096
H -1.560605 1.986637 0.981277 -0.1 0.1 0.2 0.063
H -1.767904 2.470983 -0.706054 -0.1 0.1 0.0 0.070
H -0.155272 2.437617 0.013104 0.0 0.1 0.0 0.071

[3]
56
Properties=species:S:1:pos:R:3:forces:R:3:lowdin_charge:R:1 method="wB97M-V/def2-TZVPD" charge=-1 orbital_gap_ev=5.10
Ag 1.817228 -0.506330 0.307857 -0.1 0.0 0.4 0.314
C 3.303365 -1.344298 -2.671312 0.0 0.0 0.0 -0.072
C 3.625904 0.145335 -2.586078 0.1 -0.1 -0.1 -0.399
C 4.493402 0.460855 -1.372370 0.0 0.1 0.0 -0.077
C 2.375472 1.019058 -2.654904 0.0 0.1 0.0 -0.282
C 1.713691 1.034966 -4.034715 -0.1 0.0 0.0 -0.090
O 0.306762 0.938059 -3.748814 0.2 0.1 -0.1 -0.028
C 0.208748 0.619358 -2.423755 -0.9 0.0 0.0 -0.299
N 1.284000 0.609554 -1.762403 0.3 -0.1 0.2 0.095
C -1.222043 0.378814 -2.002186 0.4 0.0 -0.2 -0.106
C -2.154621 0.380789 -3.047287 0.0 0.0 0.0 -0.027
C -3.506391 0.202314 -2.817761 0.1 0.0 -0.1 -0.077
C -3.961958 0.020112 -1.523529 0.0 0.0 0.1 -0.074
C -3.050567 0.014249 -0.484663 0.0 0.0 0.0 -0.096
C -1.680063 0.184683 -0.689523 0.0 0.0 0.2 -0.269
P -0.576079 0.178731 0.799317 0.0 -0.1 -0.1 1.037
C -1.127095 -1.269408 1.749810 -0.1 -0.1 -0.1 -0.409
C -1.683985 -2.397933 1.150163 -0.1 0.1 0.1 -0.113
C -1.821210 -3.577056 1.868679 0.0 0.0 0.0 -0.093
C -1.376003 -3.649587 3.180322 0.0 0.0 0.0 -0.086
C -0.796859 -2.538202 3.774808 0.0 0.0 0.0 -0.094
C -0.677737 -1.352991 3.066959 0.1 0.0 0.0 -0.125
C -1.273216 1.610465 1.706647 0.0 0.0 0.0 -0.351
C -2.366914 1.540034 2.565216 -0.1 0.0 0.0 -0.094
C -2.838443 2.679886 3.202112 0.0 0.0 0.0 -0.088
C -2.221538 3.905548 2.986903 0.0 0.0 0.0 -0.101
C -1.122291 3.985092 2.142964 0.0 -0.1 0.0 -0.092
C -0.644487 2.840534 1.517542 0.0 0.0 0.0 -0.095
H 4.227571 -1.925282 -2.673339 0.0 0.0 0.0 0.083
H 2.748982 -1.597888 -3.578282 0.0 0.0 0.0 0.070
H 2.717649 -1.677203 -1.810187 0.1 0.0 0.0 0.026
H 4.194423 0.429900 -3.483157 0.1 -0.1 0.0 0.134
H 3.985405 0.243927 -0.429560 0.0 0.0 0.0 0.023
H 4.781953 1.515433 -1.362733 0.0 0.0 0.0 0.076
H 5.402944 -0.143276 -1.386435 0.0 0.0 0.0 0.082
H 2.657544 2.033851 -2.359403 0.0 0.1 0.0 0.146
H 2.000452 0.179150 -4.645448 0.0 -0.1 0.0 0.117
H 1.893403 1.951004 -4.592744 0.0 0.0 0.0 0.124
H -1.804456 0.525480 -4.056342 0.0 0.0 0.0 0.109
H -4.198640 0.208531 -3.650556 0.0 0.0 0.0 0.101
H -5.017451 -0.117431 -1.323096 0.0 0.0 0.0 0.104
H -3.402067 -0.139262 0.527760 0.0 0.0 0.0 0.100
H -1.977129 -2.374519 0.108453 0.0 0.0 0.0 0.098
H -2.234859 -4.454187 1.385796 0.0 0.0 0.0 0.097
H -1.436816 -4.583449 3.724546 0.0 0.0 0.0 0.100
H -0.385071 -2.606113 4.772383 0.0 0.0 0.0 0.096
H -0.157100 -0.514099 3.516113 0.0 0.0 0.0 0.100
H -2.840126 0.582890 2.753713 0.0 0.0 0.0 0.101
H -3.685409 2.609315 3.873871 0.0 0.0 0.0 0.098
H -2.587317 4.792666 3.489567 0.0 0.0 0.0 0.095
H -0.623256 4.933635 1.988644 0.0 0.0 0.0 0.097
H 0.235833 2.888754 0.885757 0.0 0.0 0.0 0.097
S 2.761625 -3.196856 3.939602 0.1 0.2 -0.3 0.287
C 2.649244 -2.243245 2.556016 -0.3 0.0 0.1 -1.887
S 2.953722 -0.520417 2.599565 0.1 -0.2 -0.1 0.240
S 2.111875 -2.913939 1.029499 0.1 0.1 0.1 0.276

[4]
16
Properties=species:S:1:pos:R:3:forces:R:3:lowdin_charge:R:1 method="wB97M-V/def2-TZVPD" charge=0 orbital_gap_ev=9.49
C 0.083224 -0.649762 2.117805 0.1 0.0 0.1 -0.069
C -1.033303 -0.113725 1.256488 -0.5 0.2 0.2 -0.452
C -2.127276 0.421215 1.727888 0.6 -0.4 -0.3 0.250
C -0.981693 -0.211523 -0.264248 -0.1 -0.1 -0.1 -0.214
N -0.201811 0.860422 -0.858706 -0.1 0.0 0.1 -0.110
C 0.393244 0.553214 -2.145116 0.0 0.0 -0.3 -0.146
C 1.236040 0.670780 -0.929467 0.2 0.0 0.1 -0.151
H 0.212109 -1.722988 1.931395 0.0 0.2 0.0 0.085
H -0.128849 -0.512160 3.182149 0.0 0.0 -0.2 0.076
H 1.026690 -0.143466 1.890178 -0.2 -0.1 0.0 0.074
H -0.577454 -1.210248 -0.521134 -0.1 0.1 0.1 0.126
H -1.995631 -0.154651 -0.677137 0.2 0.0 0.0 0.118
H 0.366049 1.351342 -2.881359 0.0 -0.1 0.1 0.102
H 0.244438 -0.449870 -2.548790 0.0 0.2 0.1 0.105
H 1.653660 -0.253559 -0.526435 -0.1 0.1 -0.1 0.102
H 1.830560 1.564980 -0.753512 -0.1 -0.2 0.0 0.104

[5]
49
Properties=species:S:1:pos:R:3:forces:R:3:lowdin_charge:R:1 method="wB97M-V/def2-TZVPD" charge=+1 orbital_gap_ev=5.32
C -0.427676 -0.841177 3.295040 0.0 0.0 -0.1 -0.201
C -0.063583 0.611924 2.926719 -0.1 -0.2 0.1 -0.190
C -1.327586 1.478052 2.732037 0.2 0.0 0.0 -0.159
C -2.277496 0.824702 1.764889 0.1 -0.1 0.2 -0.324
C -2.720486 1.449077 0.684266 0.1 -0.1 -0.1 0.029
C -2.654250 -0.598987 2.074588 0.0 -0.2 -0.1 -0.158
C -1.392650 -1.468624 2.267967 0.1 0.1 0.2 -0.189
H 0.479487 -1.453125 3.396924 -0.2 0.2 -0.2 0.110
H -0.892056 -0.858752 4.288042 -0.1 0.1 -0.1 0.114
H 0.598669 1.051299 3.685772 -0.3 -0.1 -0.1 0.111
H 0.522060 0.611934 1.999229 -0.1 0.0 0.0 0.107
H -1.832875 1.627155 3.694540 0.0 -0.2 0.0 0.126
H -1.068396 2.483609 2.378440 0.0 -0.2 0.0 0.109
H -3.377022 0.963489 -0.011468 -0.3 -0.2 -0.2 0.051
H -2.426132 2.456118 0.460104 0.1 0.5 0.0 0.043
H -3.271110 -0.623958 2.981675 0.2 0.0 0.1 0.126
H -3.291716 -0.998170 1.276120 0.2 0.0 0.1 0.110
H -0.875759 -1.574652 1.306420 0.0 0.1 0.0 0.106
H -1.663926 -2.491741 2.563360 0.0 0.3 0.0 0.111
F -1.711760 -3.404166 -3.975302 0.8 0.0 -0.2 0.161
C -0.612052 -2.626548 -3.993839 -0.2 0.7 0.4 -0.558
F 0.301168 -3.086840 -3.119009 -0.4 -0.3 -0.7 0.157
F -0.088861 -2.591623 -5.233812 -0.2 -0.5 0.5 0.173
C -0.998509 -1.214176 -3.603877 0.2 0.3 0.1 -0.063
C -0.119262 -0.421441 -2.892391 0.5 -0.3 0.2 0.031
C -0.439660 0.877377 -2.588334 -0.1 0.4 0.1 0.039
C -1.663659 1.447919 -3.004571 0.0 0.0 -0.1 -0.171
C -1.923679 2.793873 -2.639608 -0.4 -0.3 0.0 0.143
C -3.061339 3.629160 -2.777189 -0.1 0.0 0.0 -0.167
C -4.287570 3.258476 -3.365566 -0.2 -0.2 0.1 0.038
C -5.304340 4.165375 -3.520316 -0.4 -0.2 -0.3 0.032
C -5.177748 5.457916 -3.048248 0.3 0.0 0.0 -0.062
C -6.301067 6.457987 -3.237938 0.5 -0.5 0.3 -0.557
F -6.243329 7.366708 -2.246589 -0.5 -0.1 -0.7 0.158
F -6.137805 7.062836 -4.429448 -0.5 0.0 0.6 0.173
F -7.479403 5.806025 -3.205124 0.3 0.8 -0.1 0.160
C -4.011667 5.832749 -2.410091 0.0 0.6 0.2 0.029
C -2.973685 4.948544 -2.274272 0.3 -0.3 0.0 0.038
C -2.526311 0.621768 -3.752876 -0.1 0.0 -0.1 0.037
C -2.199211 -0.680457 -4.028202 -0.5 -0.2 -0.3 0.031
H 0.821621 -0.849000 -2.588952 0.2 0.1 0.2 0.136
H 0.248213 1.473516 -2.011728 0.1 0.1 0.1 0.131
H -1.094236 3.274157 -2.148761 0.3 0.2 0.2 0.132
H -4.484265 2.240312 -3.633004 -0.1 0.0 -0.2 0.100
H -6.227123 3.887384 -4.001819 -0.1 -0.2 0.0 0.138
H -3.944056 6.834246 -2.016087 0.2 0.1 0.1 0.137
H -2.078943 5.253556 -1.756737 0.2 0.1 0.0 0.131
H -3.440294 1.002787 -4.158797 -0.1 0.0 -0.1 0.099
H -2.870517 -1.313885 -4.584069 -0.2 0.1 -0.1 0.139

[6]
13
Properties=species:S:1:pos:R:3:forces:R:3:lowdin_charge:R:1 method="wB97M-V/def2-TZVPD" smiles="CNPN1[PH]#S1=O" charge=0 orbital_gap_ev=9.27
C 1.477566 0.490896 -0.591940 0.1 0.0 0.0 -0.189
N 0.488618 0.267369 0.441589 0.5 0.2 0.3 -0.390
P -0.334965 -1.154714 0.706158 -0.3 0.7 0.2 0.761
N -2.003161 -0.760385 0.435950 -0.7 0.5 -0.4 -0.944
P -2.957119 -0.727938 -1.019769 0.2 0.0 0.2 0.655
S -2.911273 0.715733 0.592536 0.2 -1.4 0.3 0.634
O -2.164274 1.905330 0.230347 0.4 0.7 -0.2 -0.596
H 2.472145 0.646174 -0.155206 -0.1 0.0 -0.2 0.069
H 1.513313 -0.383059 -1.244386 0.1 0.1 0.0 0.059
H 1.216997 1.370038 -1.191160 0.1 -0.2 0.0 0.074
H 0.318615 1.078043 1.022213 -0.1 -0.2 -0.1 0.071
H -0.525199 -0.957721 2.090394 0.2 -0.2 0.2 -0.067
H -3.999997 -1.491119 -0.452799 -0.4 -0.2 -0.2 -0.137

| no. | DFT total energy (eV) |
| --- | --- |
| 1 | -18682.433 |
| 2 | -14651.155 |
| 3 | -75648.297 |
| 4 | -7852.914 |
| 5 | -39452.759 |
| 6 | -35573.337 |